(1)
The following is a DFT calculation (ωB97M-V/def2-TZVPD) of 15 unconnected molecules or ions with the total composition C30H90O15.

XYZ file:
```
135
C30H90O15 (ωB97M-V/def2-TZVPD)
O -2.470 1.729 -3.401
H -3.386 1.718 -3.679
H -2.461 2.294 -2.629
O 2.111 1.871 -2.919
H 2.295 1.199 -3.576
H 1.323 1.560 -2.473
O 0.240 -0.060 3.704
H 1.152 -0.212 3.950
H 0.182 0.886 3.572
O -1.373 2.981 -5.627
H -1.629 2.387 -4.922
H -2.162 3.074 -6.162
O -2.177 -0.214 -5.563
H -3.033 0.199 -5.452
H -1.711 -0.026 -4.748
C -4.175 0.735 1.465
C -4.124 2.175 1.985
C -3.787 2.316 3.573
O -3.168 2.921 1.224
H -4.953 0.154 1.959
H -3.240 0.180 1.541
H -4.410 0.858 0.407
H -5.080 2.663 1.795
H -4.492 1.805 4.230
H -3.901 3.356 3.880
H -2.787 1.902 3.700
H -2.339 2.983 1.705
C 5.531 1.253 4.212
C 4.126 0.924 3.858
C 3.605 1.730 2.633
O 4.048 -0.344 3.443
H 6.230 1.155 3.381
H 5.824 0.720 5.116
H 5.717 2.277 4.535
H 3.441 1.117 4.683
H 4.404 2.010 1.946
H 3.119 2.683 2.846
H 2.874 1.224 2.003
H 4.618 -0.432 2.676
C 5.511 -2.746 0.734
C 5.462 -1.532 -0.190
C 4.207 -1.486 -0.996
O 5.436 -0.403 0.721
H 5.468 -3.553 0.002
H 4.696 -2.724 1.457
H 6.476 -2.770 1.240
H 6.295 -1.439 -0.887
H 4.323 -2.304 -1.706
H 4.186 -0.602 -1.633
H 3.350 -1.441 -0.324
H 6.339 -0.125 0.549
C 1.456 -1.248 -4.098
C 2.736 -1.358 -4.919
C 2.431 -2.156 -6.173
O 2.997 -0.079 -5.308
H 0.528 -0.825 -4.482
H 1.753 -0.823 -3.139
H 1.034 -2.229 -3.881
H 3.541 -1.803 -4.335
H 2.186 -3.191 -5.934
H 3.359 -2.158 -6.746
H 1.591 -1.723 -6.715
H 2.342 0.270 -5.918
C -2.449 -3.330 -3.494
C -2.758 -4.738 -2.876
C -1.806 -4.963 -1.717
O -3.987 -4.757 -2.406
H -2.514 -2.488 -2.804
H -3.203 -3.019 -4.216
H -1.638 -3.345 -4.222
H -2.737 -5.513 -3.643
H -0.782 -4.647 -1.916
H -1.882 -6.019 -1.458
H -1.972 -4.445 -0.772
H -4.461 -5.112 -3.161
C 1.187 -5.048 0.860
C 2.136 -4.088 1.628
C 1.415 -2.945 2.257
O 2.783 -4.797 2.640
H 1.755 -5.939 0.595
H 0.785 -4.762 -0.112
H 0.281 -5.248 1.432
H 2.896 -3.780 0.910
H 2.210 -2.414 2.782
H 0.657 -3.259 2.973
H 0.904 -2.290 1.550
H 3.063 -4.064 3.193
C -2.606 5.053 -3.113
C -2.884 4.789 -1.593
C -4.260 5.368 -1.112
O -2.945 3.426 -1.404
H -3.391 4.680 -3.771
H -1.612 4.716 -3.407
H -2.631 6.110 -3.377
H -2.069 5.080 -0.932
H -4.509 4.972 -0.127
H -5.135 5.244 -1.750
H -4.144 6.450 -1.182
H -2.964 3.194 -0.473
C 0.548 4.904 2.957
C -0.268 4.320 1.801
C 0.432 4.303 0.451
O -0.624 3.057 2.272
H 1.145 5.755 2.628
H 1.119 4.224 3.590
H -0.187 5.420 3.574
H -1.258 4.752 1.654
H 0.776 5.315 0.233
H -0.247 3.941 -0.321
H 1.365 3.746 0.534
H -0.392 2.955 3.198
C -3.001 -2.909 5.728
C -2.178 -2.208 4.629
C -2.694 -2.432 3.155
O -2.118 -0.826 5.027
H -3.098 -3.960 5.454
H -4.002 -2.491 5.831
H -2.635 -2.874 6.754
H -1.152 -2.564 4.724
H -3.782 -2.388 3.099
H -2.498 -3.474 2.898
H -2.301 -1.693 2.458
H -1.263 -0.554 4.685
C -1.211 -0.925 -0.948
C -0.514 0.407 -0.808
C 0.782 0.373 0.021
O -0.249 0.902 -2.091
H -2.210 -0.730 -1.337
H -1.324 -1.349 0.050
H -0.546 -1.586 -1.504
H -1.208 1.101 -0.334
H 1.530 -0.268 -0.445
H 0.634 0.098 1.065
H 1.308 1.319 -0.114
H -1.096 0.961 -2.539
```

Results
HOMO level, eV: -9.78
LUMO, eV: 0.2
Net charge: 0
HOMO-LUMO gap, eV: 10.026

***

(2)
The following is a DFT calculation (ωB97M-V/def2-TZVPD) of 15 unconnected molecules or ions with the total composition C30H90O15.

XYZ file:
```
135
C30H90O15 (ωB97M-V/def2-TZVPD)
C 1.355 5.684 4.766
C 0.015 5.606 3.934
O -1.083 5.525 4.879
H 2.152 5.600 4.028
H 1.346 4.919 5.542
H 1.456 6.594 5.357
H 0.030 4.750 3.261
H -0.147 6.553 3.418
H -1.396 6.388 5.159
C -2.666 -4.628 -1.259
C -2.562 -3.922 -2.613
O -3.466 -4.639 -3.440
H -3.683 -4.870 -0.952
H -2.191 -4.016 -0.492
H -2.130 -5.574 -1.186
H -1.609 -4.049 -3.125
H -2.865 -2.880 -2.505
H -2.911 -5.415 -3.547
C -3.644 -1.754 1.444
C -2.875 -1.348 2.737
O -1.669 -1.943 2.659
H -4.646 -1.328 1.504
H -3.699 -2.834 1.309
H -3.157 -1.335 0.564
H -3.378 -1.768 3.609
H -2.737 -0.278 2.892
H -1.183 -1.861 3.483
C -2.039 2.598 3.506
C -2.278 2.351 5.040
O -1.116 2.777 5.727
H -1.024 2.227 3.365
H -2.104 3.650 3.229
H -2.612 2.053 2.756
H -2.312 1.262 5.054
H -3.265 2.690 5.353
H -1.047 3.718 5.552
C -1.806 -4.912 5.983
C -2.542 -5.607 4.794
O -3.474 -6.502 5.384
H -1.027 -4.261 5.589
H -1.357 -5.635 6.664
H -2.462 -4.238 6.534
H -1.910 -6.232 4.162
H -2.970 -4.856 4.130
H -4.312 -6.034 5.376
C -0.875 4.722 0.718
C -0.274 4.735 -0.663
O -0.829 3.531 -1.338
H -0.544 3.851 1.284
H -1.964 4.696 0.675
H -0.527 5.611 1.243
H 0.815 4.696 -0.620
H -0.510 5.616 -1.259
H -0.728 3.689 -2.280
C 2.305 -3.599 -1.199
C 3.178 -2.833 -0.220
O 3.019 -1.466 -0.153
H 2.752 -4.587 -1.308
H 2.421 -3.242 -2.222
H 1.254 -3.568 -0.913
H 4.216 -3.010 -0.501
H 3.004 -3.296 0.752
H 2.333 -1.378 0.513
C 4.561 -5.220 -6.143
C 3.709 -3.989 -6.103
O 3.626 -3.571 -4.724
H 4.491 -5.697 -7.121
H 4.233 -5.988 -5.442
H 5.642 -5.163 -6.016
H 2.719 -4.219 -6.498
H 4.159 -3.169 -6.662
H 2.960 -2.887 -4.627
C -5.482 3.077 -0.285
C -4.068 2.578 0.130
O -3.376 2.227 -1.030
H -5.413 3.997 -0.865
H -6.161 3.318 0.532
H -6.017 2.402 -0.955
H -4.034 1.715 0.795
H -3.549 3.430 0.569
H -2.494 2.589 -1.145
C 4.660 0.879 2.089
C 4.716 1.178 0.600
O 5.614 2.163 0.354
H 4.520 1.687 2.807
H 5.641 0.522 2.403
H 3.980 0.049 2.281
H 3.756 1.549 0.239
H 4.991 0.260 0.081
H 5.949 2.005 -0.531
C 1.625 1.960 -2.376
C 2.914 1.270 -2.801
O 2.649 -0.114 -2.892
H 1.187 1.542 -1.470
H 0.792 1.780 -3.055
H 1.671 3.022 -2.138
H 3.686 1.356 -2.036
H 3.215 1.841 -3.680
H 2.977 -0.509 -2.080
C -1.801 1.833 -5.082
C -1.068 3.062 -5.381
O -1.136 3.983 -4.285
H -2.775 2.095 -4.667
H -1.310 1.262 -4.294
H -1.874 1.225 -5.984
H -1.506 3.506 -6.275
H -0.065 2.841 -5.747
H -0.759 4.825 -4.549
C -0.605 -0.141 -0.606
C 0.199 0.143 0.604
O 0.743 -1.010 1.209
H -1.424 -0.839 -0.436
H 0.076 -0.562 -1.346
H -0.958 0.756 -1.115
H -0.370 0.795 1.267
H 1.093 0.706 0.336
H 0.055 -1.219 1.845
C 0.494 -2.073 -6.557
C 0.624 -1.225 -5.252
O 1.988 -1.333 -4.927
H -0.346 -1.802 -7.197
H 0.420 -3.125 -6.279
H 1.412 -2.083 -7.144
H 0.189 -1.605 -4.327
H 0.364 -0.173 -5.366
H 2.242 -0.609 -4.351
C 2.039 0.369 4.463
C 1.515 -1.076 4.592
O 0.100 -1.099 4.620
H 1.828 1.017 5.314
H 1.605 0.946 3.647
H 3.103 0.266 4.248
H 2.008 -1.548 5.443
H 1.916 -1.656 3.761
H -0.109 -0.716 5.475
```

Results
HOMO level, eV: -9.35
LUMO, eV: 0.3
Net charge: 0
HOMO-LUMO gap, eV: 9.612

***

How far above the most stable structure does each one sit? In eV: (1) 0.000; (2) 2.530.